A structure of composition C31H49CeClFP. Source: the OMol25 dataset; level of theory: wB97M-V/def2-TZVPD.

Each line ends with the Mulliken charge.
Element x y z (Å)
Ce1 -1.975 -1.256 -0.272  0.5385
P1 0.248 0.709 -0.681  0.0672
Cl1 -2.951 -0.505 -2.519  -0.5761
C1 0.099 -2.080 -0.624  -0.6323
H1 1.146 -2.247 -0.347  0.0076
H2 -0.064 -2.536 -1.633  0.1370
C2 -1.020 2.092 -0.415  -0.2741
C3 0.456 0.513 -2.539  0.7512
C4 -0.483 3.527 -0.555  -0.8046
H3 -1.754 1.918 -1.226  0.8635
C5 -1.628 4.549 -0.491  -1.0580
H4 0.221 3.740 0.264  0.1625
H5 0.066 3.666 -1.498  0.2609
C6 -2.489 4.390 0.772  -0.7914
H6 -1.210 5.564 -0.531  0.3982
H7 -2.263 4.428 -1.382  0.3763
C7 -2.894 2.936 1.048  -0.9666
H8 -1.929 4.781 1.632  0.3009
H9 -3.387 5.012 0.676  0.4084
C8 -1.725 1.942 0.944  0.4374
H10 -3.345 2.868 2.045  0.3988
H11 -3.667 2.641 0.327  0.3605
H12 -0.999 2.154 1.744  0.2321
H13 -2.127 0.927 1.156  -0.3246
C9 1.904 1.340 -0.082  -0.1142
C10 1.722 -0.296 -2.845  -0.6382
H14 -0.411 -0.128 -2.790  0.3614
C11 1.776 -0.682 -4.329  -0.8703
H15 2.623 0.280 -2.581  0.2610
H16 1.714 -1.198 -2.219  -0.1464
C12 1.543 0.503 -5.274  -0.6982
H17 2.751 -1.133 -4.542  0.4117
H18 1.017 -1.451 -4.522  0.3206
C13 0.342 1.374 -4.887  -0.9408
H19 2.446 1.126 -5.300  0.2961
H20 1.399 0.129 -6.295  0.3607
C14 0.335 1.773 -3.406  -0.5964
H21 0.329 2.280 -5.504  0.3956
H22 -0.586 0.824 -5.099  0.3735
H23 1.169 2.461 -3.206  0.1456
H24 -0.595 2.314 -3.176  0.2226
C15 1.868 1.698 1.411  -0.1759
H25 2.545 0.445 -0.205  0.7824
C16 3.274 1.987 1.953  -0.9052
H26 1.230 2.581 1.566  0.3128
H27 1.415 0.877 1.983  -0.4208
C17 4.060 3.009 1.127  -0.7423
H28 3.191 2.344 2.985  0.4055
H29 3.837 1.046 1.986  0.3552
C18 3.995 2.750 -0.383  -1.0457
H30 3.678 4.018 1.332  0.3235
H31 5.110 3.006 1.440  0.4031
C19 2.567 2.476 -0.887  -0.1951
H32 4.404 3.610 -0.931  0.4101
H33 4.621 1.882 -0.634  0.3789
H34 1.978 3.399 -0.786  0.1216
H35 2.604 2.239 -1.960  -0.0385
C20 0.112 -1.436 2.466  -0.0975
C21 1.253 -2.042 2.000  -0.4034
H36 -0.178 -0.448 2.084  0.6056
C22 1.502 -3.507 2.143  -1.0059
H37 1.936 -1.481 1.358  0.5694
C23 0.280 -4.230 2.747  0.1422
H38 1.725 -3.900 1.140  0.3103
H39 2.384 -3.729 2.773  0.4043
C24 -0.292 -3.443 3.932  -1.0508
H40 -0.504 -4.334 1.980  -0.4623
H41 0.569 -5.237 3.069  0.4386
C25 -0.765 -2.035 3.523  -0.0835
H42 -1.111 -4.005 4.403  0.4132
H43 0.502 -3.316 4.684  0.3649
H44 -1.821 -2.083 3.197  -0.5669
H45 -0.771 -1.390 4.421  0.4028
F1 -5.389 -6.391 1.543  -0.3602
C26 -4.459 -5.382 1.422  0.4960
C27 -4.661 -4.210 2.143  -0.9333
C28 -3.744 -3.147 1.954  -0.2578
C29 -2.723 -3.293 1.028  0.5888
C30 -2.468 -4.501 0.397  -0.4565
C31 -3.378 -5.576 0.571  -0.8240
H46 -5.506 -4.119 2.825  0.3693
H47 -3.851 -2.226 2.537  0.2839
H48 -1.579 -4.629 -0.232  0.3412
H49 -3.246 -6.526 0.055  0.3843

**Lowest unoccupied orbital energy (spin up / spin down)**: 2.443 / 2.436 eV
**Molar mass**: 647.27 g/mol
**Spin multiplicity**: 2
**<S²>**: 0.75
**Net charge**: -1
**E_HOMO (spin up / spin down)**: -0.06886 / -0.06945 hartree